# 1
Formula: C12H9Cl3FIrN2O2Si
Source: the Open Molecules 2025 dataset
Level of theory: ωB97M-V with the def2-TZVPD basis set

Geometry as XYZ:
```
31
Properties=species:S:1:pos:R:3:forces:R:3
Ir 7.233558 -11.930607 -3.841181 -0.574 -0.852 0.712
O 6.049102 -13.497762 -4.378952 -0.784 1.997 -1.785
N 6.354130 -14.689227 -4.075152 -0.294 -2.225 0.243
N 7.022523 -14.667036 -2.889765 1.832 -1.138 0.903
O 7.192468 -13.477829 -2.331486 0.807 0.119 0.269
C 7.763136 -15.808552 -2.478245 -1.762 1.269 -1.194
C 7.433770 -17.073814 -3.055169 0.432 2.163 0.357
C 8.166372 -18.197622 -2.575596 0.109 -0.443 0.947
C 9.039058 -18.107873 -1.464466 -0.025 -1.004 -0.147
C 9.195549 -16.877591 -0.831995 1.259 -1.160 -1.115
C 8.741621 -15.703576 -1.495186 -0.943 0.859 0.912
H 6.687930 -17.041815 -3.852259 0.277 -0.565 0.217
H 7.909646 -19.157192 -3.012543 0.356 -0.026 0.018
H 9.574220 -19.030204 -1.123374 -0.759 1.083 -0.178
H 9.852607 -16.805670 0.031403 -0.301 0.094 -0.008
H 8.995876 -14.712393 -1.106260 -0.015 -0.404 -0.226
F 8.129254 -6.639977 -1.286657 -0.177 -0.698 0.632
C 7.853899 -7.879483 -1.700204 1.779 -0.066 -0.949
C 8.766255 -8.928036 -1.476137 -0.226 -0.178 -0.456
C 8.582738 -10.079329 -2.254652 -0.641 1.929 0.047
C 7.572211 -10.140363 -3.242350 -1.807 0.784 0.929
C 6.591319 -9.058269 -3.354204 1.015 -2.042 -0.974
C 6.806440 -7.965853 -2.616914 -1.390 1.913 1.372
H 9.634759 -8.810642 -0.825818 -0.451 -0.020 -0.034
H 9.165436 -10.951001 -2.169913 1.194 -0.668 0.416
H 5.754823 -9.166882 -4.050829 0.352 0.179 0.254
H 6.120325 -7.099397 -2.560711 0.387 -0.579 -0.532
Cl 7.347353 -9.692756 -6.940227 -0.257 -0.498 0.610
Si 8.277292 -11.088789 -5.709118 -0.012 0.691 -1.465
Cl 10.084526 -10.184057 -5.514946 0.382 -0.269 0.405
Cl 8.420771 -12.794697 -6.810118 0.238 -0.242 -0.181
```
Forces are in eV/Å.

Computed properties:
charge	+1
E_tot	-70653.4564	eV
⟨S²⟩	8.82
HOMO level (alpha / beta)	-9.91 / -11.99	eV
spin multiplicity	6

These are the Löwdin partial charges, in e, on atoms 1 to 4:
1 Ir 1.283
2 O -0.328
3 N -0.053
4 N -0.227

# 2
Formula: C12H9ClF3IN2O3Rh
Source: the Open Molecules 2025 dataset
Level of theory: ωB97M-V with the def2-TZVPD basis set

Geometry as XYZ:
```
32
Properties=species:S:1:pos:R:3:forces:R:3
Rh -0.268200 0.094500 0.131800 2.003 0.294 1.549
Cl 3.876100 0.223600 5.676100 0.184 0.051 0.548
C 3.284600 0.043200 4.087300 -0.109 -0.098 -1.051
C 4.183300 -0.013500 3.027700 -0.490 0.011 1.149
C 3.737300 -0.157400 1.729700 -1.801 -0.121 -1.389
I 5.016700 -0.251800 0.088200 0.056 0.027 0.316
C 2.339600 -0.228300 1.405700 1.785 0.467 4.250
O 1.940200 -0.328200 0.225100 -3.899 0.401 -3.280
C 1.414700 -0.172800 2.531300 1.863 -0.064 -0.854
N 0.099900 -0.250500 2.239000 -0.603 1.048 -1.310
C -0.799000 -0.216900 3.214300 -0.149 0.058 -0.253
C -0.430700 -0.091000 4.550500 0.239 -0.133 0.099
C 0.907100 -0.006300 4.881400 -0.204 0.007 -0.435
C 1.875600 -0.043300 3.860700 0.584 -0.054 0.275
H 5.243100 0.053700 3.227300 0.021 0.003 0.046
H -1.835000 -0.307400 2.914000 -0.020 0.158 0.005
H -1.193400 -0.058200 5.312600 -0.054 -0.059 0.009
H 1.217600 0.087300 5.910000 0.025 0.046 0.088
N -4.743400 0.906600 -1.046300 0.126 0.452 0.682
C -4.018700 -0.226800 -1.652200 0.746 -0.570 -0.125
C -2.706800 -0.290400 -0.832000 -0.739 -0.229 -0.436
O -1.738800 -0.967200 -1.186500 0.144 -0.005 -0.847
O -2.727900 0.435600 0.198100 1.033 0.121 0.549
H -5.666100 0.671700 -0.682100 0.068 0.055 -0.126
H -4.810500 1.723400 -1.655600 -0.041 -0.143 0.094
H -4.023000 1.097400 -0.208400 -0.765 0.080 -0.513
H -3.791100 -0.065700 -2.703900 -0.070 0.070 0.063
H -4.566000 -1.164900 -1.554000 -0.014 0.141 0.032
F -1.424500 2.473200 -1.071300 0.504 -0.631 0.138
C -0.289000 2.161700 -0.381100 -0.016 0.568 0.837
F 0.729600 2.675700 -1.084000 -0.482 -1.134 0.420
F -0.357900 2.872300 0.775900 0.075 -0.816 -0.531
```
Forces are in eV/Å.

Computed properties:
charge	+1
E_tot	-53488.2989	eV
HOMO level (alpha / beta)	-10.21 / -10.25	eV

These are the Löwdin partial charges, in e, on atoms 1 to 4:
1 Rh 1.243
2 Cl 0.752
3 C -0.615
4 C -0.153

# 3
Formula: C12H9N3O2Pd
Source: the Open Molecules 2025 dataset
Level of theory: ωB97M-V with the def2-TZVPD basis set

Geometry as XYZ:
```
27
Properties=species:S:1:pos:R:3:forces:R:3
Pd 0.000000 0.000000 0.000000 -3.646 -0.012 1.261
O 3.369300 -1.429600 -1.676100 -0.721 1.437 0.333
C 2.294500 -1.164100 -1.141400 0.954 -2.468 -0.435
N 1.734700 0.000000 -0.863000 1.958 0.046 -0.761
C 2.294400 1.164100 -1.141400 0.881 2.392 -0.398
O 3.369300 1.429600 -1.676100 -0.676 -1.413 0.310
C 1.399800 2.296700 -0.696400 0.265 1.313 -0.110
C 1.815000 3.608400 -0.902900 -0.118 -0.846 0.090
C 0.981500 4.643600 -0.488300 -0.309 0.117 0.148
C -0.233800 4.337500 0.116300 0.372 -0.163 -0.151
C -0.571100 3.002200 0.284100 -0.525 -0.180 0.298
N 0.206900 1.975200 -0.103000 0.947 2.404 -1.010
C 1.399800 -2.296700 -0.696300 0.264 -1.300 -0.111
C 1.815000 -3.608400 -0.902900 -0.120 0.849 0.093
C 0.981500 -4.643500 -0.488200 -0.304 -0.121 0.144
C -0.233800 -4.337400 0.116300 0.364 0.163 -0.145
C -0.571100 -3.002200 0.284100 -0.534 0.175 0.302
N 0.206900 -1.975200 -0.102900 0.949 -2.399 -1.011
H 2.769800 3.804800 -1.377900 -0.083 -0.049 0.048
H 1.282200 5.675000 -0.637900 -0.037 -0.076 0.018
H -0.904500 5.119700 0.449900 -0.009 -0.130 0.000
H -1.507100 2.711800 0.749700 0.039 0.129 -0.016
H 2.769800 -3.804700 -1.377800 -0.081 0.051 0.047
H 1.282200 -5.675000 -0.637800 -0.039 0.079 0.018
H -0.904500 -5.119700 0.450000 -0.007 0.133 -0.002
H -1.507100 -2.711700 0.749700 0.039 -0.130 -0.017
H 0.000000 0.000000 1.691800 0.177 0.002 1.056
```
Forces are in eV/Å.

Computed properties:
charge	+2
E_tot	-24611.4920	eV
⟨S²⟩	6.02
HOMO level (alpha / beta)	-15.79 / -17.73	eV
spin multiplicity	5

These are the Löwdin partial charges, in e, on atoms 1 to 4:
1 Pd 1.183
2 O 0.297
3 C -0.345
4 N -0.003

# 4
Formula: C13H10BrF8NNaO4
Source: the Open Molecules 2025 dataset
Level of theory: ωB97M-V with the def2-TZVPD basis set

Geometry as XYZ:
```
38
Properties=species:S:1:pos:R:3:forces:R:3
O -7.287755 -1.172985 0.447815 8.337 1.730 2.362
C -6.029792 -0.883448 0.790152 -5.020 -1.130 -0.856
N -5.581655 0.540619 1.174417 2.283 -3.237 0.233
C -4.038610 0.535500 1.180690 3.286 4.384 0.295
O -3.286349 1.644571 1.184256 -5.112 -7.445 0.130
C -3.455202 -0.996229 1.139647 -0.954 -3.285 -0.427
C -1.946942 -1.616868 1.309217 -3.654 -2.246 -0.793
Br -0.396755 -0.379723 1.590825 -2.098 -1.897 -0.450
C -1.803848 -3.276225 1.206093 -3.209 1.667 -0.292
C -3.151574 -4.220481 0.923213 -0.915 4.106 0.357
C -4.675413 -3.564845 0.751559 3.368 2.986 0.800
C -4.774850 -1.933651 0.881564 3.570 -0.551 0.296
H -5.971562 0.810567 2.126867 0.523 -0.192 -1.694
H -0.728662 -3.767818 1.333860 -2.627 1.214 -0.384
H -3.070239 -5.387556 0.812410 0.166 2.494 -0.336
H -5.646010 -4.188939 0.551099 2.196 1.268 0.351
Na -3.511792 -5.788851 2.912490 -0.093 0.159 0.368
C 2.286992 0.918425 -1.669881 -0.586 -0.939 -0.154
C 2.755302 1.865296 -2.785612 -1.034 0.388 0.125
C 4.244621 2.190052 -2.768362 0.950 0.506 -0.637
F 4.627483 2.804913 -1.628556 0.012 -0.077 -0.450
F 4.561612 3.041809 -3.781931 -0.375 -0.276 0.055
F 1.999594 2.995672 -2.758373 0.426 -0.224 0.009
F 2.466447 1.256902 -3.979241 0.498 -0.068 0.335
O 1.708868 1.538712 -0.517425 1.554 0.975 0.817
C 2.639855 1.995290 0.462449 -0.321 -1.669 -1.312
C 2.629105 3.519698 0.630887 0.065 1.186 -0.059
F 2.908794 4.156686 -0.534429 -0.356 -0.428 0.524
F 3.569628 3.921436 1.527463 -0.223 -0.589 -0.109
F 3.868423 1.504141 0.172512 -0.495 0.368 0.885
F 2.268303 1.402485 1.629702 -0.050 0.442 0.024
H 1.468764 0.321954 -2.093028 0.076 0.372 0.016
H 3.049893 0.180020 -1.398232 0.019 0.338 -0.060
H 4.848869 1.288004 -2.896376 -0.164 -0.122 0.028
H 1.652260 3.868418 0.978423 -0.014 -0.257 -0.001
O 3.746428 -1.727909 0.014432 0.109 0.003 0.396
H 3.452174 -1.285121 0.824448 0.111 -0.079 -0.241
H 4.603597 -2.110523 0.254954 -0.249 0.128 -0.149
```
Forces are in eV/Å.

Computed properties:
charge	+1
E_tot	-119505.6963	eV
HOMO level	-12.62	eV

These are the Löwdin partial charges, in e, on atoms 1 to 4:
1 O 0.012
2 C -0.234
3 N 0.104
4 C -0.227